(1)
A gas-phase ion, C44H42N5O (charge +1), computed with ωB97M-V with the def2-TZVPD basis set.

Geometry as ORCA input:
```
! RIJCOSX wB97M-V def2-TZVPD def2/J DEFGRID3
* xyz 1 1
C -2.61 3.26 -4.55
N -1.89 3.47 -3.32
C -2.04 4.60 -2.58
O -2.76 5.57 -2.85
C -1.19 4.43 -1.32
C -2.03 4.85 -0.12
C -3.04 3.77 0.20
C -4.17 3.57 -0.61
C -5.05 2.52 -0.33
C -4.80 1.68 0.76
C -3.70 1.90 1.59
C -2.83 2.96 1.32
N -0.80 3.02 -1.36
C -0.09 2.35 -0.39
C 0.13 0.96 -0.33
C 0.83 0.19 0.69
C 2.27 0.47 0.92
C 2.86 0.27 2.18
C 4.24 0.32 2.34
C 5.07 0.57 1.25
C 4.50 0.83 -0.01
C 3.11 0.85 -0.16
C -1.20 2.40 -2.63
C -2.11 1.18 -2.38
C -1.57 0.10 -3.28
C -0.48 0.70 -4.19
C 0.00 1.98 -3.52
H -2.89 4.23 -4.97
H -1.98 2.72 -5.27
H -3.53 2.69 -4.41
H -0.30 5.08 -1.44
H -1.38 5.06 0.73
H -2.57 5.76 -0.41
H -4.37 4.25 -1.44
H -5.92 2.35 -0.96
H -5.48 0.85 0.99
H -3.49 1.24 2.44
H -1.96 3.16 1.95
H 0.30 2.98 0.43
H -0.09 0.40 -1.25
H -0.74 -1.25 0.98
H 2.21 0.09 3.04
H 4.66 0.13 3.33
H 6.15 0.58 1.38
H 5.13 0.97 -0.88
H 2.67 1.03 -1.14
H -2.09 0.94 -1.32
H -3.14 1.47 -2.62
H -1.15 -0.70 -2.67
H -2.37 -0.36 -3.88
H 0.35 0.01 -4.37
H -0.92 0.91 -5.17
H 0.21 2.77 -4.26
H 0.90 1.84 -2.90
C -1.79 0.04 5.80
C -1.59 0.83 4.65
C -0.86 0.32 3.58
C -0.31 -0.95 3.71
N 0.53 -1.42 2.69
C 0.34 -1.10 1.24
N 1.10 -2.26 0.74
C 1.77 -2.28 -0.48
C 1.05 -1.90 -1.61
C 1.71 -1.87 -2.84
C 3.07 -2.18 -2.89
C 3.77 -2.62 -1.75
C 3.11 -2.68 -0.52
C 1.22 -3.22 1.72
C 1.64 -4.61 1.49
C 2.14 -5.38 2.57
C 2.48 -6.73 2.38
C 2.32 -7.32 1.13
C 1.82 -6.57 0.05
C 1.47 -5.24 0.24
N 0.84 -2.74 2.88
C -0.49 -1.76 4.83
C -1.28 -1.27 5.87
H -2.35 0.44 6.65
H -1.98 1.84 4.58
H -0.63 0.87 2.66
H -0.02 -1.68 -1.47
H 1.15 -1.59 -3.73
H 3.59 -2.09 -3.84
H 4.83 -2.89 -1.79
H 3.61 -3.01 0.40
H 2.26 -4.92 3.55
H 2.84 -7.33 3.22
H 2.56 -8.38 0.99
H 1.67 -7.04 -0.92
H 1.08 -4.66 -0.60
H -0.03 -2.74 4.85
H -1.48 -1.90 6.73
*
```

Results
Gap between HOMO and LUMO (eV): 4.5

(2)
A molecular structure, C44H44ClF13GeN3PTi, computed with ωB97M-V with the def2-TZVPD basis set.

Geometry as ORCA input:
```
! RIJCOSX wB97M-V def2-TZVPD def2/J DEFGRID3
* xyz 0 3
Ti -1.16 -0.87 0.08
C -4.49 -0.98 -0.71
N -3.42 -1.21 0.29
C -3.79 -0.43 1.49
C -2.74 -0.49 2.60
N -1.41 -0.87 2.12
C -0.53 -1.29 3.10
C 0.61 -2.02 2.74
F 0.76 -2.27 1.42
C 1.54 -2.54 3.60
F 2.56 -3.25 3.13
C 1.40 -2.34 4.96
F 2.29 -2.83 5.83
C 0.30 -1.63 5.39
F 0.14 -1.40 6.69
C -0.64 -1.12 4.50
F -1.64 -0.42 5.06
C -3.37 -2.67 0.56
C -2.57 -3.33 -0.55
N -1.20 -2.80 -0.58
C -0.18 -3.75 -0.54
C -0.24 -4.92 0.24
F -1.25 -5.09 1.11
C 0.74 -5.89 0.24
F 0.59 -6.98 0.98
C 1.89 -5.72 -0.51
F 2.82 -6.67 -0.55
C 2.04 -4.55 -1.22
F 3.16 -4.33 -1.91
C 1.03 -3.61 -1.23
F 1.26 -2.49 -1.94
H -5.44 -1.36 -0.32
H -4.27 -1.50 -1.64
H -4.59 0.08 -0.92
H -4.74 -0.79 1.88
H -3.93 0.59 1.17
H -3.08 -1.21 3.35
H -2.72 0.49 3.09
H -4.37 -3.10 0.61
H -2.87 -2.84 1.51
H -3.03 -3.13 -1.52
H -2.60 -4.41 -0.43
Cl 1.26 -0.02 -0.13
C 2.51 -0.03 1.13
C 3.52 -0.95 0.96
C 4.54 -1.01 1.90
C 4.54 -0.14 2.97
C 3.51 0.78 3.13
C 2.47 0.86 2.21
P 1.01 1.95 2.42
C 1.47 3.36 1.34
C 0.63 4.48 1.40
C 0.83 5.56 0.55
C 1.86 5.53 -0.38
C 2.70 4.43 -0.45
C 2.50 3.35 0.40
C 1.32 2.67 4.08
C 0.56 2.15 5.12
C 0.66 2.65 6.41
C 1.52 3.71 6.66
C 2.29 4.24 5.63
C 2.19 3.73 4.35
H 3.51 -1.64 0.12
H 5.33 -1.74 1.78
H 5.34 -0.18 3.70
H 3.51 1.45 3.98
H -0.19 4.49 2.11
H 0.18 6.42 0.61
H 2.01 6.36 -1.06
H 3.51 4.41 -1.17
H 3.16 2.49 0.33
H -0.14 1.34 4.90
H 0.05 2.23 7.20
H 1.59 4.12 7.66
H 2.96 5.06 5.84
H 2.79 4.16 3.55
C -2.32 1.11 -7.07
C -2.48 0.97 -5.56
C -2.68 -0.49 -5.14
C -2.89 -0.66 -3.63
Ge -1.14 -0.92 -2.68
C 0.23 0.37 -3.36
C 0.85 -0.12 -4.67
C 1.92 0.84 -5.20
C 1.36 2.19 -5.63
H -2.17 2.15 -7.36
H -3.21 0.74 -7.59
H -1.46 0.54 -7.43
H -3.34 1.55 -5.23
H -1.60 1.38 -5.06
H -1.84 -1.09 -5.48
H -3.56 -0.88 -5.66
H -3.45 -1.58 -3.46
H -3.47 0.17 -3.22
H -0.76 -2.22 -3.44
H 1.01 0.52 -2.62
H -0.29 1.32 -3.48
H 0.08 -0.25 -5.44
H 1.30 -1.10 -4.50
H 2.41 0.37 -6.06
H 2.69 0.98 -4.43
H 0.58 2.06 -6.39
H 2.14 2.82 -6.07
H 0.93 2.73 -4.79
F -2.79 1.35 -1.18
C -1.70 1.13 -0.37
F -0.72 1.89 -0.97
F -2.01 1.85 0.76
*
```

Results
Gap between HOMO and LUMO (alpha / beta) (eV): 7.6 / 6.2
⟨S²⟩: 2.01

Calculated total energy / eV: -55799.7407 -187579.6574